[1]
A molecular structure, C23H16BrN5O2Zr in a non-equilibrium geometry, computed with ωB97M-V with the def2-TZVPD basis set.

The geometry in XYZ format:
```
48
C23H16BrN5O2Zr (ωB97M-V with the def2-TZVPD basis set)
Zr 2.976 -16.770 -1.682
C -0.398 -14.442 0.635
C -0.795 -15.402 -0.240
C 0.070 -16.539 -0.350
C 1.199 -16.651 0.395
C 1.566 -15.696 1.369
C 0.727 -14.585 1.466
N 2.142 -17.602 -0.065
C 2.661 -18.649 0.682
C 2.146 -19.202 1.796
C 2.864 -20.133 2.470
C 4.141 -20.652 1.887
C 4.648 -20.163 0.726
C 3.887 -19.142 0.161
N 4.299 -18.524 -0.972
N 5.351 -18.873 -1.546
C 5.639 -18.095 -2.647
C 6.785 -18.398 -3.421
C 7.001 -17.748 -4.670
C 6.014 -16.857 -5.104
C 4.970 -16.570 -4.235
N 4.736 -17.188 -3.041
H -1.026 -13.594 0.891
H -1.773 -15.388 -0.732
H -0.229 -17.318 -0.991
H 2.329 -15.868 2.077
H 1.092 -13.787 2.114
H 1.249 -18.920 2.312
H 2.548 -20.692 3.373
H 4.690 -21.452 2.352
H 5.578 -20.569 0.330
H 7.410 -19.226 -3.173
H 7.836 -18.129 -5.243
H 5.983 -16.261 -6.012
H 4.273 -15.787 -4.555
Br 3.971 -13.939 -0.501
C 2.906 -13.595 -2.055
C 2.711 -12.358 -2.720
C 1.943 -12.409 -3.859
C 1.324 -13.596 -4.243
C 1.550 -14.730 -3.484
N 2.303 -14.696 -2.422
C 1.005 -16.078 -3.881
O 0.144 -16.236 -4.656
O 1.681 -17.006 -3.184
H 3.194 -11.485 -2.372
H 1.705 -11.485 -4.439
H 0.725 -13.620 -5.120
```

Results
E_HOMO (alpha / beta): -14.120 / -14.119 eV
HOMO-LUMO gap (alpha / beta): 5.97 / 5.97 eV
Total energy: -3930.93377 a.u.
Charge: +2

Atom charges from the natural (NBO) analysis, given in e for atoms 1 to 8: atom 1 (Zr): 2.35, atom 2 (C): -0.20, atom 3 (C): -0.17, atom 4 (C): -0.24, atom 5 (C): 0.11, atom 6 (C): -0.24, atom 7 (C): -0.17, atom 8 (N): -0.81

---

[2]
2 unconnected molecules or ions with the total composition C4H10ClFSi in a non-equilibrium geometry, computed with ωB97M-V with the def2-TZVPD basis set.

The geometry in XYZ format:
```
17
C4H10ClFSi (ωB97M-V with the def2-TZVPD basis set)
C 2.335 1.748 -0.847
C -2.085 -1.990 -0.625
C 1.454 0.586 -0.148
C -2.231 -2.680 0.509
F -0.819 2.257 -0.197
Si -0.124 1.323 0.930
Cl 0.372 2.206 2.629
H 1.751 2.152 -1.675
H 2.748 2.362 -0.126
H 3.052 1.149 -1.380
H -1.405 -1.101 -0.767
H -1.164 0.298 1.284
H -2.722 -2.128 -1.472
H 2.150 0.070 0.664
H 1.046 -0.175 -0.760
H -1.570 -2.407 1.386
H -2.789 -3.671 0.595
```

Results
E_HOMO: -10.144 eV
SMILES string: CC[Si@H](F)Cl.C=C
HOMO-LUMO gap: 10.94 eV
Total energy: -1007.99921 a.u.

Atom charges from the natural (NBO) analysis, given in e for atoms 1 to 8: atom 1 (C): -0.61, atom 2 (C): -0.39, atom 3 (C): -0.81, atom 4 (C): -0.40, atom 5 (F): -0.65, atom 6 (Si): 1.57, atom 7 (Cl): -0.37, atom 8 (H): 0.22

---

[3]
A molecular structure, C27H28BaBrN5O2SSe in a non-equilibrium geometry, computed with ωB97M-V with the def2-TZVPD basis set.

The geometry in XYZ format:
```
66
C27H28BaBrN5O2SSe (ωB97M-V with the def2-TZVPD basis set)
Ba 1.097 -0.870 -0.450
C -6.008 2.113 -0.526
C -4.600 2.093 0.259
C -3.648 2.949 -0.565
C -4.837 2.778 1.576
C -4.262 0.540 0.436
C -5.003 -0.226 1.363
C -4.581 -1.473 1.807
C -3.396 -2.005 1.341
S -2.643 -3.536 1.729
C -1.515 -3.138 0.528
N -1.591 -2.009 -0.108
C -2.736 -1.346 0.292
C -3.144 -0.067 -0.116
C -0.482 -4.110 0.195
C -0.622 -5.473 0.573
C 0.348 -6.396 0.116
C 1.378 -5.930 -0.706
C 1.506 -4.548 -0.943
C 0.621 -3.587 -0.521
H -6.145 3.134 -0.873
H -6.859 1.894 0.134
H -6.057 1.381 -1.374
H -3.914 3.975 -0.478
H -3.663 2.648 -1.663
H -2.674 2.786 -0.167
H -5.454 3.742 1.562
H -3.863 3.057 1.974
H -5.229 2.141 2.404
H -5.938 0.276 1.762
H -5.233 -1.961 2.476
H -2.619 0.472 -0.925
H -1.439 -5.822 1.197
H 0.229 -7.441 0.412
H 2.193 -6.625 -1.064
H 2.420 -4.352 -1.457
O 3.342 0.711 -1.799
N 3.423 -0.524 -1.680
O 4.407 -1.133 -2.014
Br -0.310 2.514 0.983
C 0.460 2.865 -0.732
C 0.916 4.159 -0.989
C 1.372 4.447 -2.221
C 1.406 3.434 -3.149
C 1.035 2.172 -2.761
N 0.484 1.877 -1.597
H 0.867 4.949 -0.245
H 1.717 5.470 -2.471
H 1.841 3.555 -4.183
H 1.005 1.352 -3.496
C 3.853 2.214 1.330
N 4.552 1.002 0.974
C 5.675 0.888 0.148
C 6.014 -0.410 0.165
N 5.074 -1.091 0.891
C 5.100 -2.486 1.222
C 4.223 -0.199 1.456
Se 2.823 -0.597 2.609
H 4.465 3.037 0.946
H 3.661 2.296 2.418
H 2.870 2.257 0.798
H 6.071 1.723 -0.431
H 6.738 -1.001 -0.375
H 5.316 -2.654 2.307
H 5.821 -2.958 0.662
H 4.139 -2.932 1.034
```

Results
E_HOMO: -7.263 eV
HOMO-LUMO gap: 7.43 eV
Total energy: -6868.99259 a.u.

Atom charges from the natural (NBO) analysis, given in e for atoms 1 to 8: atom 1 (Ba): 1.76, atom 2 (C): -0.60, atom 3 (C): -0.07, atom 4 (C): -0.61, atom 5 (C): -0.62, atom 6 (C): -0.02, atom 7 (C): -0.17, atom 8 (C): -0.23

---

[4]
2 unconnected molecules or ions with the total composition C10H16 in a non-equilibrium geometry, computed with ωB97M-V with the def2-TZVPD basis set.

The geometry in XYZ format:
```
26
C10H16 (ωB97M-V with the def2-TZVPD basis set)
C 0.982 3.167 0.851
C 2.227 2.630 -0.156
H 0.039 2.726 0.549
H 1.145 3.148 1.973
H 0.916 4.201 0.550
H 1.744 1.654 -0.674
H 2.951 2.018 0.362
H 2.693 3.424 -0.677
C -1.049 -2.296 1.182
C -0.093 -1.649 2.313
C -0.785 -1.558 -0.030
C -0.995 -2.284 -1.221
C -0.323 -0.201 -0.167
C -1.189 -1.663 -2.460
C -0.520 0.468 -1.386
C -0.988 -0.247 -2.477
H -0.777 -3.382 1.351
H -2.096 -2.255 1.474
H 0.833 -1.899 1.961
H -1.138 -3.426 -1.249
H -0.047 0.351 0.670
H -1.497 -2.152 -3.371
H -0.181 1.496 -1.608
H -1.155 0.355 -3.454
H -0.438 -2.051 3.284
H -0.257 -0.580 2.410
```

Results
E_HOMO (alpha / beta): 0.882 / -3.449 eV
Spin multiplicity: 2
HOMO-LUMO gap (alpha / beta): 2.87 / 7.12 eV
⟨S²⟩: 0.76
Total energy: -390.50105 a.u.
Charge: -1

Atom charges from the natural (NBO) analysis, given in e for atoms 1 to 8: atom 1 (C): -0.62, atom 2 (C): -0.67, atom 3 (H): 0.22, atom 4 (H): 0.20, atom 5 (H): 0.19, atom 6 (H): 0.25, atom 7 (H): 0.20, atom 8 (H): 0.19

---

[5]
2 unconnected molecules or ions with the total composition C3H11NO3 in a non-equilibrium geometry, computed with ωB97M-V with the def2-TZVPD basis set.

The geometry in XYZ format:
```
18
C3H11NO3 (ωB97M-V with the def2-TZVPD basis set)
C 0.164 -0.328 -0.507
C 1.502 -0.030 -1.336
O 2.708 -0.331 -0.606
N 0.281 0.083 0.875
C -0.836 -0.397 1.634
O -1.075 -1.789 1.368
H -0.721 0.285 -0.880
H -0.254 -1.323 -0.786
H 1.629 1.206 -1.339
H 1.526 -0.449 -2.324
H 2.362 -0.523 0.365
H 1.296 -0.136 1.232
H -0.905 -0.205 2.725
H -1.792 0.054 1.204
H -0.327 -2.353 1.660
H -2.639 1.824 -1.820
H -2.770 3.141 -1.222
O -2.177 2.424 -1.224
```

Results
E_HOMO: -9.197 eV
SMILES string: OCCNCO.O
HOMO-LUMO gap: 9.90 eV
Total energy: -401.28504 a.u.

Atom charges from the natural (NBO) analysis, given in e for atoms 1 to 8: atom 1 (C): -0.27, atom 2 (C): -0.06, atom 3 (O): -0.71, atom 4 (N): -0.62, atom 5 (C): 0.08, atom 6 (O): -0.75, atom 7 (H): 0.21, atom 8 (H): 0.20

---

[6]
C5H4O2 in the gas phase, computed with ωB97M-V with the def2-TZVPD basis set.

The geometry in XYZ format:
```
11
C5H4O2 (ωB97M-V with the def2-TZVPD basis set)
O 1.740 -0.913 -1.153
C 0.703 -0.445 -0.446
C 0.487 -0.416 0.873
C -0.736 0.397 1.117
C -1.311 0.782 -0.029
C -0.482 0.233 -1.145
O -0.685 0.264 -2.334
H 1.085 -0.892 1.641
H 2.452 -1.085 -0.520
H -1.060 0.664 2.117
H -2.194 1.387 -0.174
```

Results
E_HOMO: -8.679 eV
SMILES string: O=C1C=CC=C1O
HOMO-LUMO gap: 8.09 eV
Total energy: -343.35142 a.u.

Atom charges from the natural (NBO) analysis, given in e for atoms 1 to 8: atom 1 (O): -0.63, atom 2 (C): 0.25, atom 3 (C): -0.36, atom 4 (C): -0.11, atom 5 (C): -0.35, atom 6 (C): 0.51, atom 7 (O): -0.46, atom 8 (H): 0.22